1.
{
  "formula": "C3H10N2P",
  "method": "the ωB97M-V functional and the def2-TZVPD basis",
  "species": ["C", "N", "C", "P", "C", "N", "H", "H", "H", "H", "H", "H", "H", "H", "H", "H"],
  "xyz": [[0.753, -2.235, -0.114], [0.085, -0.985, -0.096], [0.383, 0.379, 0.003], [2.071, 1.053, -0.192], [-0.825, 1.294, 0.094], [-2.006, 0.555, -0.171], [1.424, -2.133, -0.956], [0.020, -2.990, -0.266], [1.288, -2.318, 0.719], [-0.944, -0.909, -0.158], [1.790, 2.417, 0.192], [2.210, 0.459, 1.136], [-0.465, 2.098, -0.689], [-0.845, 1.939, 0.997], [-2.360, 0.479, -1.048], [-2.578, 0.896, 0.548]],
  "gap_ha": 0.373,
  "charge": 1,
  "smiles": "C/[NH+]=C(\\P)CN",
  "energy_ev": -15533.4279
}


2.
{
  "formula": "C15H24F7NO7PS",
  "method": "the ωB97M-V functional and the def2-TZVPD basis",
  "species": ["O", "P", "O", "O", "C", "C", "C", "C", "C", "S", "O", "O", "C", "F", "F", "C", "F", "F", "C", "F", "F", "F", "N", "C", "H", "H", "H", "H", "H", "H", "H", "H", "C", "C", "C", "O", "H", "H", "H", "H", "H", "H", "H", "H", "C", "C", "C", "O", "H", "H", "H", "H", "H", "H", "H", "H"],
  "xyz": [[-0.749, -2.188, 0.327], [-0.584, -2.781, -1.003], [-1.728, -3.887, -1.242], [-0.878, -1.624, -2.091], [1.097, -3.549, -1.175], [2.034, -2.607, -1.917], [3.104, -1.946, -1.308], [3.879, -1.063, -2.085], [3.578, -0.872, -3.408], [4.441, 0.246, -4.536], [3.480, 0.906, -5.364], [5.297, -0.580, -5.330], [5.525, 1.476, -3.649], [6.012, 2.253, -4.614], [6.570, 0.817, -3.128], [4.782, 2.416, -2.626], [3.624, 1.905, -2.166], [4.485, 3.549, -3.286], [5.745, 2.868, -1.470], [5.087, 3.798, -0.765], [6.019, 1.871, -0.622], [6.826, 3.418, -1.998], [2.568, -1.552, -3.968], [1.808, -2.393, -3.275], [-1.338, -4.773, -1.290], [-0.330, -0.851, -1.885], [1.481, -3.670, -0.151], [1.055, -4.557, -1.615], [3.317, -2.113, -0.251], [4.712, -0.524, -1.633], [2.354, -1.416, -4.960], [0.987, -2.912, -3.771], [-2.521, 1.645, 0.194], [-3.750, 0.760, 0.043], [-4.124, 0.108, 1.363], [-3.494, -0.247, -0.938], [-1.658, 1.053, 0.518], [-2.257, 2.101, -0.763], [-2.691, 2.439, 0.923], [-4.588, 1.355, -0.323], [-3.311, -0.531, 1.724], [-4.999, -0.531, 1.240], [-4.344, 0.856, 2.127], [-2.754, -0.779, -0.625], [-4.996, -0.077, 6.422], [-4.306, 0.813, 5.400], [-3.667, 2.024, 6.063], [-5.253, 1.245, 4.423], [-5.795, 0.468, 6.932], [-5.457, -0.936, 5.933], [-4.290, -0.440, 7.172], [-3.543, 0.239, 4.870], [-4.423, 2.636, 6.562], [-3.183, 2.657, 5.318], [-2.922, 1.723, 6.802], [-5.935, 1.754, 4.876]],
  "gap_ha": 0.219,
  "charge": 1,
  "energy_ev": -70906.8565
}


3.
{
  "formula": "C56H63CsN3O2PSi",
  "method": "the ωB97M-V functional and the def2-TZVPD basis",
  "species": ["Cs", "C", "C", "C", "C", "C", "C", "C", "C", "C", "C", "H", "H", "H", "H", "H", "H", "H", "H", "H", "H", "H", "H", "H", "H", "C", "Si", "C", "N", "C", "C", "C", "C", "C", "C", "C", "C", "C", "C", "C", "C", "C", "C", "C", "C", "C", "H", "H", "H", "H", "H", "H", "H", "H", "H", "H", "H", "H", "H", "H", "H", "H", "H", "H", "H", "H", "H", "H", "H", "H", "N", "C", "C", "C", "C", "C", "N", "C", "H", "H", "H", "H", "O", "P", "C", "C", "C", "C", "C", "C", "C", "C", "C", "C", "C", "C", "C", "C", "C", "C", "C", "C", "H", "H", "H", "H", "H", "H", "H", "H", "H", "H", "H", "H", "H", "H", "H", "C", "O", "C", "C", "H", "H", "H", "H", "H", "H"],
  "xyz": [[-0.195, -1.258, -0.378], [-1.951, 3.637, -1.255], [-1.033, 4.831, -0.973], [-1.426, 5.473, 0.356], [0.409, 4.381, -1.046], [1.168, 4.107, 0.083], [2.484, 3.672, -0.034], [3.069, 3.496, -1.278], [4.487, 3.026, -1.400], [2.310, 3.768, -2.411], [0.999, 4.206, -2.295], [-2.989, 3.910, -1.071], [-1.693, 2.803, -0.607], [-1.852, 3.320, -2.290], [-1.186, 5.581, -1.762], [-1.415, 4.744, 1.163], [-2.440, 5.869, 0.286], [-0.751, 6.289, 0.609], [0.749, 4.233, 1.068], [3.066, 3.483, 0.857], [4.971, 3.004, -0.428], [5.054, 3.677, -2.065], [4.518, 2.019, -1.817], [2.755, 3.644, -3.392], [0.432, 4.427, -3.191], [-3.261, -0.954, -0.362], [-3.987, -0.720, 1.279], [-2.536, -0.672, 2.541], [-2.001, 0.661, 2.757], [-2.815, 1.383, 3.708], [-2.369, 2.839, 3.810], [-0.900, 2.918, 4.208], [-0.081, 2.073, 3.242], [-0.622, 0.651, 3.208], [-5.256, -1.958, 2.083], [-5.315, -2.370, 3.414], [-6.179, -3.366, 3.838], [-7.016, -3.995, 2.934], [-6.980, -3.606, 1.604], [-6.110, -2.613, 1.198], [-5.070, 0.848, 1.210], [-6.179, 1.033, 2.027], [-7.067, 2.076, 1.823], [-6.849, 2.977, 0.796], [-5.736, 2.823, -0.016], [-4.865, 1.769, 0.190], [-3.968, -0.780, -1.177], [-2.804, -1.935, -0.510], [-1.746, -1.273, 2.088], [-2.766, -1.148, 3.510], [-2.764, 0.916, 4.717], [-3.853, 1.345, 3.373], [-2.994, 3.369, 4.535], [-2.510, 3.305, 2.834], [-0.775, 2.529, 5.223], [-0.556, 3.956, 4.204], [0.973, 2.059, 3.522], [-0.164, 2.479, 2.233], [-0.527, 0.192, 4.214], [-0.027, 0.062, 2.509], [-4.679, -1.893, 4.149], [-6.200, -3.659, 4.883], [-7.683, -4.787, 3.260], [-7.628, -4.091, 0.884], [-6.074, -2.323, 0.158], [-6.360, 0.337, 2.837], [-7.940, 2.187, 2.459], [-7.536, 3.799, 0.629], [-5.571, 3.523, -0.829], [-4.017, 1.629, -0.462], [6.154, 2.252, 2.609], [5.355, 1.407, 2.711], [4.408, 0.413, 2.840], [4.474, -0.571, 3.885], [3.485, -1.516, 3.949], [2.446, -1.506, 3.016], [2.371, -0.594, 2.019], [3.312, 0.309, 1.945], [5.295, -0.550, 4.591], [3.502, -2.276, 4.721], [1.648, -2.237, 3.053], [3.223, 1.021, 1.130], [1.485, -2.667, -1.355], [1.143, -3.632, -2.431], [-0.460, -4.406, -2.202], [-1.126, -5.090, -3.239], [-2.397, -5.576, -3.048], [-3.058, -5.386, -1.832], [-2.419, -4.686, -0.807], [-1.150, -4.196, -0.993], [2.304, -5.034, -2.372], [1.951, -6.375, -2.498], [2.880, -7.369, -2.275], [4.178, -7.040, -1.872], [4.524, -5.710, -1.699], [3.601, -4.714, -1.942], [1.334, -2.992, -4.111], [0.797, -1.745, -4.545], [0.788, -1.431, -5.885], [1.262, -2.326, -6.845], [1.730, -3.578, -6.435], [1.734, -3.912, -5.106], [-0.624, -5.220, -4.191], [-2.898, -6.109, -3.849], [-4.058, -5.767, -1.688], [-2.929, -4.529, 0.137], [-0.635, -3.676, -0.194], [0.938, -6.631, -2.777], [2.601, -8.409, -2.396], [4.898, -7.824, -1.674], [5.522, -5.452, -1.367], [3.851, -3.672, -1.805], [1.036, -0.807, -2.681], [0.410, -0.475, -6.224], [1.255, -2.057, -7.892], [2.080, -4.290, -7.176], [2.104, -4.879, -4.792], [-1.975, -1.657, -3.634], [-0.855, -1.416, -2.817], [0.273, -0.830, -3.469], [-0.001, 0.613, -3.896], [-2.421, -0.731, -4.016], [-2.712, -2.148, -3.003], [-1.740, -2.315, -4.478], [-0.765, 0.661, -4.672], [0.917, 1.068, -4.267], [-0.337, 1.181, -3.030]],
  "gap_ha": [0.118, 0.116],
  "charge": -2,
  "energy_ev": -85373.2226
}


4.
{
  "formula": "C50H103ClNbO3P2",
  "method": "the ωB97M-V functional and the def2-TZVPD basis",
  "species": ["C", "C", "C", "O", "O", "C", "C", "C", "C", "C", "C", "Nb", "O", "C", "C", "C", "C", "C", "C", "C", "C", "C", "C", "C", "Cl", "P", "C", "C", "C", "P", "C", "C", "C", "H", "H", "H", "H", "H", "H", "H", "H", "H", "H", "H", "H", "H", "H", "H", "H", "H", "H", "H", "H", "H", "H", "H", "H", "H", "H", "H", "H", "H", "H", "H", "H", "H", "H", "H", "H", "H", "H", "H", "H", "H", "H", "H", "H", "H", "H", "H", "C", "C", "C", "C", "C", "C", "H", "H", "H", "H", "H", "H", "H", "H", "H", "H", "H", "H", "H", "H", "C", "C", "C", "C", "C", "C", "H", "H", "H", "H", "H", "H", "H", "H", "H", "H", "H", "H", "H", "H", "C", "C", "C", "C", "C", "C", "H", "H", "H", "H", "H", "H", "H", "H", "H", "H", "H", "H", "H", "H", "C", "C", "C", "C", "C", "C", "H", "H", "H", "H", "H", "H", "H", "H", "H", "H", "H", "H", "H", "H"],
  "xyz": [[1.163, 4.801, 1.518], [1.950, 4.492, 0.398], [1.357, 3.668, -0.685], [2.081, 2.949, -1.296], [0.018, 3.743, -0.872], [-0.617, 2.555, -0.253], [-2.048, 2.951, 0.091], [-2.675, 2.241, 1.327], [-2.112, 0.853, 1.699], [-2.777, -0.345, 0.921], [-1.725, -0.949, -0.056], [-2.609, -1.761, -1.997], [-4.484, -1.721, -1.159], [-2.489, -3.929, -1.140], [-1.179, -4.621, -1.286], [-0.326, -4.616, -0.196], [0.891, -5.228, -0.197], [1.335, -5.891, -1.319], [2.681, -6.585, -1.338], [0.486, -5.919, -2.396], [-0.738, -5.316, -2.388], [-2.882, 0.370, -2.674], [-4.250, 0.822, -3.169], [-5.281, 1.130, -2.068], [-3.967, 2.470, -4.033], [-3.547, -2.832, -4.183], [-5.393, -2.482, -4.325], [-2.718, -2.127, -5.729], [-3.175, -0.728, -6.154], [-0.216, -1.941, -2.863], [0.165, -0.640, -4.149], [1.059, -1.551, -1.545], [2.440, -2.089, -2.071], [1.233, 4.185, 2.419], [0.505, 5.672, 1.518], [2.987, 4.812, 0.300], [-0.579, 1.784, -1.029], [-0.004, 2.313, 0.618], [-2.669, 2.890, -0.808], [-2.015, 4.024, 0.327], [-3.737, 2.089, 1.089], [-2.671, 2.930, 2.179], [-2.388, 0.691, 2.756], [-1.021, 0.784, 1.683], [-3.151, -1.076, 1.645], [-3.655, 0.090, 0.432], [-0.984, -0.170, -0.243], [-1.285, -1.825, 0.442], [-4.783, -2.640, -1.196], [-2.823, -3.957, -0.092], [-3.240, -4.504, -1.703], [-0.643, -4.105, 0.712], [1.517, -5.208, 0.693], [3.319, -6.296, -0.502], [3.174, -6.359, -2.290], [2.525, -7.672, -1.327], [0.866, -6.449, -3.268], [-1.373, -5.386, -3.266], [-2.150, 0.732, -3.409], [-2.676, 1.000, -1.789], [-4.709, 0.213, -3.943], [-5.548, 2.187, -2.000], [-6.217, 0.611, -2.319], [-4.998, 0.777, -1.075], [-5.959, -3.419, -4.390], [-5.636, -1.914, -5.232], [-5.767, -1.906, -3.474], [-1.635, -2.259, -5.680], [-3.043, -2.812, -6.530], [-2.785, -0.554, -7.172], [-4.261, -0.658, -6.262], [-2.802, 0.099, -5.548], [0.510, 0.281, -3.655], [0.975, -0.939, -4.827], [-0.702, -0.367, -4.753], [1.180, -0.460, -1.510], [0.800, -1.978, -0.580], [3.260, -1.394, -1.870], [2.360, -2.310, -3.140], [2.629, -3.064, -1.603], [5.185, 1.579, -0.309], [5.844, 2.883, -0.746], [7.358, 2.884, -0.540], [7.799, 2.744, 0.917], [7.253, 3.816, 1.860], [7.722, 5.222, 1.500], [5.331, 1.391, 0.758], [4.111, 1.618, -0.492], [5.594, 0.732, -0.865], [5.383, 3.723, -0.218], [5.636, 3.039, -1.808], [7.773, 3.805, -0.963], [7.799, 2.066, -1.119], [8.894, 2.763, 0.953], [7.507, 1.759, 1.293], [7.585, 3.585, 2.877], [6.160, 3.786, 1.881], [8.812, 5.285, 1.524], [7.327, 5.949, 2.211], [7.384, 5.519, 0.506], [-0.038, -8.281, 5.285], [-1.023, -7.613, 4.328], [-0.374, -6.546, 3.447], [0.217, -5.355, 4.203], [-0.772, -4.600, 5.089], [-1.917, -3.968, 4.303], [0.397, -7.563, 5.981], [-0.542, -9.048, 5.876], [0.774, -8.759, 4.733], [-1.856, -7.189, 4.895], [-1.453, -8.382, 3.680], [-1.114, -6.188, 2.726], [0.420, -7.009, 2.853], [0.643, -4.659, 3.473], [1.058, -5.693, 4.818], [-0.231, -3.809, 5.617], [-1.176, -5.262, 5.861], [-1.536, -3.264, 3.560], [-2.584, -3.422, 4.972], [-2.516, -4.719, 3.785], [6.837, -2.613, 5.409], [5.836, -1.985, 4.443], [6.431, -0.843, 3.620], [6.912, 0.359, 4.435], [5.844, 1.009, 5.316], [4.681, 1.585, 4.515], [7.198, -1.890, 6.142], [6.373, -3.435, 5.957], [7.699, -3.012, 4.868], [4.958, -1.642, 4.996], [5.482, -2.758, 3.756], [5.688, -0.514, 2.888], [7.275, -1.226, 3.036], [7.307, 1.110, 3.743], [7.755, 0.061, 5.066], [6.311, 1.817, 5.887], [5.467, 0.293, 6.051], [5.035, 2.342, 3.810], [3.958, 2.056, 5.183], [4.155, 0.812, 3.954], [-8.809, 8.155, -2.625], [-7.290, 8.276, -2.722], [-6.695, 7.461, -3.870], [-6.906, 5.949, -3.766], [-6.360, 5.310, -2.490], [-4.848, 5.450, -2.350], [-9.119, 7.126, -2.436], [-9.188, 8.768, -1.805], [-9.284, 8.493, -3.549], [-6.837, 7.986, -1.771], [-7.035, 9.328, -2.875], [-5.625, 7.676, -3.935], [-7.128, 7.808, -4.815], [-6.434, 5.473, -4.631], [-7.974, 5.722, -3.847], [-6.613, 4.246, -2.501], [-6.853, 5.733, -1.609], [-4.340, 4.986, -3.195], [-4.504, 4.958, -1.438], [-4.542, 6.497, -2.294]],
  "gap_ha": 0.164,
  "charge": -1,
  "energy_ev": -92309.1264
}